C22H24FN3O3 as an isolated structure, computed with ωB97M-V/def2-TZVPD.

Each line ends with the Löwdin charge.
Positions of all 53 atoms, in Å:
O (2.02813, -3.34714, -2.11631)  0.05
C (1.54975, -3.59885, -1.01967)  -0.47
C (2.30284, -4.23332, 0.08775)  0.02
C (3.54229, -4.70878, -0.03664)  -0.21
C (4.31087, -5.35083, 1.08611)  -0.15
C (5.14496, -6.42494, 0.38471)  -0.19
C (5.49058, -5.81420, -0.98596)  -0.17
C (4.39569, -4.76182, -1.27760)  -0.13
N (0.25533, -3.30060, -0.70780)  0.08
C (-0.62238, -2.62230, -1.63260)  -0.09
C (-1.15199, -1.35766, -1.03161)  -0.42
C (-2.05596, -0.34732, -1.76361)  0.00
C (-1.68638, 0.50002, -0.52437)  -0.39
N (-1.89138, 1.92024, -0.52179)  0.17
C (-1.50973, 2.67134, 0.54876)  -0.41
O (-0.69033, 2.29096, 1.36884)  0.08
C (-2.08867, 4.03070, 0.64247)  -0.17
C (-3.03311, 4.69922, -0.08455)  0.06
C (-3.14700, 5.99425, 0.51107)  -0.10
C (-3.91137, 7.13342, 0.25069)  -0.23
F (-4.77164, 7.10200, -0.78672)  0.07
C (-3.80229, 8.25803, 1.01983)  -0.02
C (-2.89805, 8.26816, 2.10059)  -0.08
C (-2.11853, 7.17801, 2.40777)  -0.02
C (-2.25500, 6.04352, 1.59962)  -0.19
N (-1.62737, 4.82926, 1.65743)  0.15
C (-2.32836, -0.34183, 0.58650)  -0.10
O (-1.91602, -1.65378, 0.16173)  -0.07
C (-0.28705, -0.16460, -0.58786)  0.01
H (1.80695, -4.30458, 1.05064)  0.11
H (4.97367, -4.59713, 1.52704)  0.13
H (3.66852, -5.72906, 1.88061)  0.11
H (6.03104, -6.70403, 0.95417)  0.10
H (4.54335, -7.32750, 0.25675)  0.11
H (6.48036, -5.35688, -0.96797)  0.10
H (5.51421, -6.58070, -1.76005)  0.10
H (3.80015, -4.97728, -2.16127)  0.11
H (4.82262, -3.77191, -1.45634)  0.13
H (-0.08946, -3.49102, 0.21712)  0.13
H (-0.04060, -2.39635, -2.52487)  0.13
H (-1.46014, -3.26481, -1.91854)  0.14
H (-1.61023, 0.03680, -2.67956)  0.13
H (-3.10125, -0.62585, -1.90129)  0.13
H (-2.64715, 2.27291, -1.08654)  0.14
H (-3.58421, 4.33957, -0.93719)  0.11
H (-4.40942, 9.12210, 0.79019)  0.12
H (-2.82035, 9.16343, 2.70279)  0.10
H (-1.42829, 7.19776, 3.24009)  0.11
H (-0.92739, 4.51727, 2.30967)  0.16
H (-1.92621, -0.11471, 1.57361)  0.13
H (-3.41949, -0.28055, 0.59949)  0.13
H (0.26654, -0.25960, 0.34281)  0.13
H (0.32896, 0.24094, -1.38817)  0.14

As for the net charge: 0. Its HOMO energy is -8.4 eV. As for the energy above the lowest of the compared OMol25 structures with the same formula, charge and spin: 46.6 kcal per mole. Its electronic energy is -1342.60368 a.u. The HOMO-LUMO gap comes out at 8.8513 eV. The value obtained for the largest force on an atom is 0.39 eV Å⁻¹.